No. 1
C25H53O6P | ωB97M-V with the def2-TZVPD basis set

- SMILES = CCCCCCCC[C@H](CCCCCC)OC[C@@H](O)OCCCCP(=O)(OCC)OCC
- frontier orbital gap (eV) = 10.3
- net charge = 0
- largest force on an atom (Eh/bohr) = 0.0566
- HOMO level (eV) = -9.7
- lowest unoccupied orbital energy (Ha) = 0.0233

Structure (XYZ):
```
85
C25H53O6P | the Open Molecules 2025 dataset | ωB97M-V with the def2-TZVPD basis set
P 3.2911 2.6747 2.0244
O 3.4367 2.8920 0.4706
O 1.8847 2.0385 2.3412
O -0.4622 -1.3912 0.5223
O -0.1948 -1.6811 3.3368
O 2.0480 -2.0610 2.9394
O 3.4729 3.9268 2.6916
C -2.1590 3.5743 -1.3539
C -1.9114 -4.4793 -2.1199
C -3.1632 5.8540 -0.7753
C 3.9310 0.9013 -0.8815
C -0.8601 -3.5071 -1.6244
C 4.4289 1.4316 2.6039
C -0.3724 -1.1715 -0.8894
C -0.9033 2.0759 -2.9927
C 0.6403 -2.0509 1.1330
C 3.7546 0.0547 2.7058
C 2.8933 1.8837 -0.4009
C -0.6249 0.3076 -1.1601
C -1.3522 -2.0825 -1.5829
C 3.0375 -0.1317 3.9949
C 0.7253 2.7801 1.9240
C -2.1332 -6.9234 -2.6694
C -2.0893 2.9717 -2.7226
C -2.2984 5.9484 0.4720
C 2.5340 -1.5390 4.1560
C -1.5592 -5.8957 -1.7323
C 0.8811 -1.4611 2.4750
C -0.4833 1.9309 2.2277
C -3.4205 4.4334 -1.1927
C -2.3618 -8.2530 -1.9578
C -1.0803 0.6182 -2.5690
H 3.7565 0.7079 -1.9222
H -1.2685 4.1262 -1.1304
H 0.3862 -3.0879 1.3011
H 3.1101 -0.0663 1.8588
H -4.0721 3.9530 -0.4938
H -1.7299 -8.3310 -1.1001
H -2.4715 5.0821 1.0823
H -1.9127 -4.4541 -3.1964
H -2.7157 6.4174 -1.5688
H -4.1055 6.2947 -0.5164
H 0.7568 2.9911 0.8691
H -2.8707 -4.2203 -1.7096
H 2.4904 2.3948 -1.2495
H -2.2534 2.7610 -0.6659
H -1.2165 2.4894 2.7695
H 0.6141 -1.4020 -1.2624
H -2.2128 -9.1026 -2.5978
H 4.7411 1.7414 3.5776
H -2.5400 6.8237 1.0456
H 3.3489 -2.1708 4.4478
H -0.6183 -0.0544 -3.2649
H -0.0529 -3.5244 -2.3340
H 4.9119 1.3187 -0.8148
H -1.2700 0.7006 -0.4039
H -0.4943 -5.9951 -1.6808
H 1.0172 -0.3905 2.3346
H -0.4861 -3.8297 -0.6717
H 0.3142 0.8166 -1.0177
H 2.2019 0.5343 4.1004
H 4.5257 -0.6877 2.6474
H -1.9609 -6.1080 -0.7561
H -0.0325 2.4648 -2.4970
H -0.8868 1.5106 1.3332
H 1.5528 -1.9279 0.5763
H 5.3103 1.3804 1.9984
H 3.6960 0.0960 4.8110
H -2.1354 0.4198 -2.6169
H 2.0749 1.3434 0.0446
H -1.2629 6.0267 0.2263
H -3.9241 4.4148 -2.1425
H -3.0725 -6.5802 -3.0520
H 3.8673 -0.0450 -0.3795
H -2.0046 3.8026 -3.4058
H -3.0117 2.4792 -2.9640
H 0.7066 3.7250 2.4295
H 1.8074 -1.5799 4.9507
H -1.5357 -1.8024 -2.6036
H -3.3693 -8.3117 -1.5971
H -2.2831 -2.0779 -1.0478
H -0.1622 1.1105 2.8381
H -1.4635 -7.1199 -3.4887
H -0.5866 -0.8242 3.5703
H -0.7375 2.0981 -4.0544
```


No. 2
C24H31BN8PPtS | ωB97M-V with the def2-TZVPD basis set

- frontier orbital gap (eV) = 8.3
- net charge = +1
- largest force on an atom (Eh/bohr) = 0.0038
- HOMO level (eV) = -11.0
- lowest unoccupied orbital energy (Ha) = -0.0994

Structure (XYZ):
```
67
C24H31BN8PPtS | the Open Molecules 2025 dataset | ωB97M-V with the def2-TZVPD basis set
Pt -0.5544 0.4148 1.3084
S -2.1140 0.3138 -1.4415
P 1.4340 -0.4575 0.7285
N -2.7076 0.7685 3.2979
N -2.4449 0.9844 1.9940
N 0.1826 1.3266 2.9586
N -0.4017 1.0859 4.1473
N -1.3247 -0.6187 -0.3097
N 4.1231 -0.7284 1.0336
N 3.2104 -1.2474 -1.1784
N 2.8468 -2.7897 0.6922
C 3.0124 0.1013 1.4954
C -1.9235 -2.0511 -2.8528
C -4.4538 1.8377 2.4546
C 0.8177 1.5974 -3.9394
C -4.1272 -1.3993 -4.4385
C -3.4540 -2.5975 -4.6257
C 1.2605 2.7288 -3.2702
C -3.7084 -0.5178 -3.4527
C 1.5519 -2.2544 1.1052
C 3.9457 -2.1335 1.4013
C 3.0582 -2.6378 -0.7460
C 0.6700 3.1104 -2.0708
C 1.1193 2.2614 3.1396
C 1.1537 2.6298 4.4780
C -2.6067 -0.8540 -2.6790
C 4.2998 -0.6375 -0.4144
C -0.7806 1.2117 -2.2069
C 0.1661 1.8603 5.0738
C -2.3583 -2.9254 -3.8347
C -3.4915 1.6349 1.4741
C 1.9642 -0.4985 -1.0308
C -0.3646 2.3591 -1.5385
C -3.9059 1.2740 3.5960
C -0.2091 0.8278 -3.4098
B -1.6292 0.1194 4.2230
H 2.0938 0.5216 -1.4015
H 3.2052 1.1435 1.2313
H 1.2689 1.3083 -4.8788
H 4.3969 0.4112 -0.7013
H -0.5538 -0.0515 -3.9370
H 1.4052 -2.4063 2.1769
H 1.7976 3.3523 4.9461
H -4.9848 -1.1541 -5.0495
H -4.2906 1.1949 4.5984
H -4.2319 0.4156 -3.2857
H 4.8683 -2.6629 1.1599
H -1.8436 -3.8646 -3.9850
H 2.2218 -3.0908 -1.2819
H 2.9296 0.0489 2.5838
H -0.1694 1.8114 6.0957
H 1.7050 2.6184 2.3084
H -1.3082 -0.9526 3.7689
H -2.0429 0.0907 5.3467
H 0.7452 -2.7776 0.5860
H -0.8409 2.6623 -0.6136
H 1.1771 -0.9678 -1.6210
H 3.7758 -2.2065 2.4763
H -3.5027 1.9246 0.4369
H -3.7883 -3.2870 -5.3892
H 2.0604 3.3241 -3.6900
H 3.9702 -3.1738 -1.0124
H -2.0604 -1.2183 0.0721
H 1.0004 4.0044 -1.5592
H 5.2248 -1.1541 -0.6743
H -1.0783 -2.2881 -2.2207
H -5.4070 2.3243 2.3521
```


No. 3
C3H10 | ωB97M-V with the def2-TZVPD basis set

- SMILES = CC.C
- frontier orbital gap (eV) = 12.8
- net charge = 0
- largest force on an atom (Eh/bohr) = 0.0406
- HOMO level (eV) = -11.7
- lowest unoccupied orbital energy (Ha) = 0.0430

Structure (XYZ):
```
13
C3H10 | the Open Molecules 2025 dataset | ωB97M-V with the def2-TZVPD basis set
C -1.3732 0.1458 -0.4154
C -0.9974 -1.2877 -0.8431
C 1.9313 0.9391 1.0358
H 0.0374 -1.5435 -1.0273
H -2.1577 0.5420 -1.0579
H -0.4924 0.7692 -0.5580
H -1.6981 0.2618 0.6143
H 2.4593 0.0778 0.6365
H 2.0634 1.7893 0.3747
H 2.3696 1.1677 2.0060
H 0.8956 0.6589 1.1767
H -1.4775 -2.0181 -0.1833
H -1.5601 -1.5022 -1.7590
```


No. 4
C18H19N5O2S | ωB97M-V with the def2-TZVPD basis set

- SMILES = COc1ccc(Cc2n[nH]c(=S)n2NC(=O)Nc2ccc(C)cc2)cc1
- frontier orbital gap (eV) = 8.9
- net charge = 0
- largest force on an atom (Eh/bohr) = 0.0211
- HOMO level (eV) = -8.2
- lowest unoccupied orbital energy (Ha) = 0.0227

Structure (XYZ):
```
45
C18H19N5O2S | the Open Molecules 2025 dataset | ωB97M-V with the def2-TZVPD basis set
S -3.3213 -3.9891 -1.1961
O -1.7826 0.6484 -0.9845
O -2.5321 2.7018 2.9781
N -1.9482 -1.3951 -0.0803
N -1.3461 -4.7748 0.4821
N -0.3796 -4.2413 1.2686
N -0.0579 -0.8490 -1.2669
N -1.4793 -2.6354 0.2539
C 3.1201 -0.0352 -2.9011
C 0.4217 -1.9728 1.8091
C -0.4687 -2.9585 1.1404
C -1.2777 -0.4352 -0.8232
C -0.5778 1.6869 1.9335
C -1.4567 -0.7414 2.9354
C 1.8925 1.9889 -2.6166
C -0.3052 -0.6989 2.1547
C 4.1489 2.1075 -3.7152
C 0.1293 0.5258 1.6755
C -2.0616 -3.8244 -0.1693
C 0.9425 -0.0848 -1.8805
C 2.0880 -0.7436 -2.3173
C 3.0398 1.3424 -3.0601
C -2.2253 3.9429 2.3872
C 0.8511 1.2939 -2.0318
C -1.7462 1.6356 2.6852
C -2.1683 0.4069 3.1995
H -1.7999 -1.6879 3.3291
H -3.0673 0.3821 3.7946
H 1.2674 -1.7459 1.1527
H -2.9209 -1.2044 0.1248
H -1.4914 -5.7694 0.4385
H 0.8193 -2.4580 2.7037
H 1.8100 3.0600 -2.7311
H -0.2144 2.6173 1.5293
H 2.1690 -1.8161 -2.2003
H -3.0209 4.6196 2.6946
H 5.1000 1.5943 -3.5944
H -1.2649 4.3307 2.7421
H -2.2107 3.8694 1.2958
H 1.0293 0.5847 1.0797
H 3.9521 2.2069 -4.7832
H -0.0347 1.8068 -1.6979
H 0.1473 -1.8366 -1.2060
H 4.0013 -0.5626 -3.2369
H 4.2304 3.1076 -3.2956
```


No. 5
C2H2FN3O | ωB97M-V with the def2-TZVPD basis set

- <S²> = 2.017
- frontier orbital gap (alpha / beta) (eV) = 9.5 / 7.4
- 2S+1 = 3
- net charge = 0
- largest force on an atom (Eh/bohr) = 0.0914
- HOMO level (alpha / beta) (eV) = -8.6 / -11.4
- lowest unoccupied orbital energy (alpha / beta) (Ha) = 0.0333 / -0.1468

Structure (XYZ):
```
9
C2H2FN3O | the Open Molecules 2025 dataset | ωB97M-V with the def2-TZVPD basis set
F 0.5631 -1.0120 -1.5417
O 1.0265 0.6394 0.1323
N 0.4538 -1.8272 0.6527
N -0.5651 -1.9320 1.3621
N -1.5257 -1.0063 1.0701
C 0.2109 -0.7614 -0.3032
C -1.1857 -0.3159 0.0777
H 1.8977 0.2939 -0.1348
H -1.8401 0.4875 -0.0278
```


No. 6
C5H8N2O | ωB97M-V with the def2-TZVPD basis set

- <S²> = 2.011
- frontier orbital gap (alpha / beta) (eV) = 6.0 / 7.0
- 2S+1 = 3
- net charge = 0
- largest force on an atom (Eh/bohr) = 0.0676
- HOMO level (alpha / beta) (eV) = -5.1 / -8.5
- lowest unoccupied orbital energy (alpha / beta) (Ha) = 0.0331 / -0.0560

Structure (XYZ):
```
16
C5H8N2O | the Open Molecules 2025 dataset | ωB97M-V with the def2-TZVPD basis set
O -1.9173 1.6401 1.7174
N -2.3581 -0.3770 0.5597
N -1.9109 -1.3170 -0.3868
C -1.7515 0.8029 0.9081
C 1.0945 1.0025 -0.4178
C -0.1062 0.1923 -0.3765
C 2.3319 0.1573 0.1339
C -0.6422 -0.8851 -0.8349
H -0.3060 -1.4920 -1.7230
H 3.2847 0.7728 0.0355
H 2.5931 -0.7865 -0.3591
H 1.0319 1.8582 0.2260
H -1.7595 -2.3459 0.0334
H 1.4973 1.2219 -1.3861
H 2.3145 -0.0092 1.1980
H -3.3965 -0.4351 0.6722
```


> The highest net charge belongs to which entry?

C24H31BN8PPtS


> Which formula does entry 3 have?

C3H10


> Which of these has the highest largest force on an atom?

C2H2FN3O


> Which of these has the lowest largest force on an atom?

C24H31BN8PPtS